<i>
ORCA calculation (the ωB97M-V functional and the def2-TZVPD basis) on 2 unconnected molecules or ions with the total composition C5H12NO.

Structure (ORCA input):
```
! wB97M-V def2-TZVPD RIJCOSX def2/J DEFGRID3
* xyz 2 2
O 1.970 2.370 -1.017
C 1.416 1.441 -0.415
C 0.616 0.404 -1.191
N 0.694 0.707 -2.644
H 1.448 1.359 0.679
H 1.057 -0.558 -0.999
H -0.455 0.423 -0.911
H -0.175 0.417 -3.140
H 0.832 1.702 -2.736
H 1.502 0.227 -3.064
C -0.663 -1.615 0.800
C -0.875 -0.445 1.765
C -1.586 -0.379 2.924
H 0.421 -1.634 0.572
H -0.822 -2.586 1.308
H -1.222 -1.563 -0.145
H -0.422 0.513 1.446
H -1.593 0.506 3.568
H -2.143 -1.288 3.200
*
```

Values from the calculation:
* LUMO level (spin up / spin down): -0.319 / -0.472 Ha

---

<ii>
ORCA calculation (the ωB97M-V functional and the def2-TZVPD basis) on a gas-phase ion, C5H12NO (charge +2).

Structure (ORCA input):
```
! wB97M-V def2-TZVPD RIJCOSX def2/J DEFGRID3
* xyz 2 2
C 2.044 -0.738 -0.985
O 1.844 0.425 -1.642
C 1.104 -0.968 0.186
C -0.394 -0.917 -0.256
C -1.038 0.463 -0.160
C -2.189 1.790 1.557
N -1.525 0.740 1.245
H 3.114 -0.780 -0.605
H 2.010 -1.595 -1.700
H 2.370 0.450 -2.480
H 1.317 -1.985 0.511
H 1.266 -0.259 1.003
H -0.986 -1.572 0.385
H -0.488 -1.344 -1.254
H -1.972 0.496 -0.727
H -0.357 1.277 -0.378
H -2.197 2.106 2.595
H -2.617 2.352 0.731
H -1.309 0.061 1.974
*
```

Values from the calculation:
* LUMO level (spin up / spin down): -0.310 / -0.497 Ha

---

The most stable structure shown above is <ii>; the least stable is <i>.